Entry 1:
88
Properties=species:S:1:pos:R:3:forces:R:3 method="wB97M-V/def2-TZVPD" de_lowest_kj_mol=45.2 multiplicity=2 mol_weight_g_mol=732.1 s2=0.76 charge=0
Pd 0.37789 0.70324 0.76498 2.31 0.87 0.21
C 4.88974 0.72201 1.84178 0.27 0.19 -0.07
Si 3.35112 -0.32586 1.74537 -0.35 0.03 -0.24
C 2.36994 0.02389 3.31044 0.22 0.03 0.21
C 3.84583 -2.13281 1.73932 0.16 -0.26 -0.06
N 2.38085 0.09621 0.33237 -0.82 0.07 0.23
C 2.87745 0.04543 -0.96193 0.22 -0.09 -0.04
C 4.12846 -0.52790 -1.28885 -0.31 0.01 0.25
C 4.59810 -0.60888 -2.58746 -0.06 0.06 -0.13
C 3.82458 -0.12517 -3.63450 0.10 -0.05 -0.02
C 2.59793 0.46705 -3.36233 -0.06 0.04 0.07
C 2.14683 0.57558 -2.05388 0.21 -0.01 0.09
O 0.96105 1.19047 -1.71703 -0.31 0.06 -0.29
C 0.30448 1.96053 -2.66881 0.38 -0.32 -0.08
C -0.76145 1.41768 -3.36046 -0.06 -0.06 -0.05
C -1.41072 2.18775 -4.32133 0.00 -0.01 0.03
C -0.99458 3.48994 -4.56838 0.02 -0.02 0.03
C 0.06384 4.02835 -3.84036 -0.03 -0.03 0.00
C 0.72499 3.25943 -2.89213 0.07 0.21 -0.10
H 5.44376 0.46554 2.75552 -0.08 0.08 -0.14
H 4.62567 1.78660 1.88592 0.06 -0.18 0.02
H 5.56104 0.57905 0.98823 -0.07 0.04 0.15
H 2.46897 -0.79107 4.04102 0.05 0.17 -0.16
H 1.31163 0.14054 3.10807 -0.32 0.01 0.00
H 2.72500 0.95086 3.78256 -0.09 -0.18 -0.09
H 4.03304 -2.48543 2.76130 -0.02 0.03 -0.15
H 4.76116 -2.29621 1.15719 -0.14 -0.04 0.13
H 3.06240 -2.75847 1.29833 0.14 0.05 0.08
H 4.73282 -0.92619 -0.48107 -0.06 0.02 -0.16
H 5.56671 -1.05560 -2.78462 -0.08 0.02 0.03
H 4.17180 -0.19963 -4.66089 -0.06 0.02 0.14
H 1.99725 0.85059 -4.17789 -0.02 0.05 0.07
H -1.06755 0.40074 -3.13766 0.04 0.09 -0.07
H -2.24268 1.76446 -4.87689 0.10 0.05 0.08
H -1.48669 4.08372 -5.33127 0.01 -0.04 0.11
H 0.37656 5.05211 -4.01216 0.00 -0.08 -0.02
H 1.56576 3.65136 -2.32969 -0.08 -0.03 -0.02
C -1.11306 5.13858 1.94854 0.06 -0.15 0.03
C -1.21620 4.67727 0.63923 0.06 0.02 0.11
C -0.74733 3.40967 0.30996 -0.02 0.24 0.03
C -0.16912 2.60392 1.28367 -0.83 -0.89 -0.45
C -0.06350 3.05972 2.58777 0.09 0.11 0.23
C -0.53519 4.32785 2.92185 0.00 0.07 -0.19
H -1.48015 6.12495 2.20943 0.01 -0.07 -0.01
H -1.66699 5.30208 -0.12386 0.02 -0.03 0.02
H -0.83779 3.06228 -0.70935 -0.06 -0.03 -0.03
H 0.39110 2.44778 3.35791 -0.04 -0.06 0.02
H -0.45388 4.67793 3.94399 0.01 0.00 -0.02
C -1.69636 -4.29418 -0.76842 -0.37 -0.03 0.26
Si -0.58975 -2.84595 -1.17918 0.51 0.06 -0.32
C -0.77651 -2.45660 -2.99780 -0.12 0.20 -0.23
C 1.18989 -3.30208 -0.85899 0.25 -0.03 0.17
Ge -1.16468 -1.00892 0.22465 -1.15 -0.49 0.45
Si -3.36221 -0.08490 -0.08096 -0.11 0.33 -0.10
C -4.64912 -1.43828 0.07640 0.00 -0.42 0.03
C -3.66935 0.72767 -1.73579 0.11 0.09 -0.34
C -3.66703 1.19557 1.24464 0.03 0.10 0.32
Si -1.29326 -1.88405 2.48196 0.22 0.13 0.09
C -1.45665 -0.45121 3.69211 -0.08 0.04 0.16
C -2.71099 -3.05809 2.83410 -0.29 -0.21 -0.13
C 0.27682 -2.85057 2.82865 0.13 -0.14 0.03
H -1.46120 -5.14455 -1.42162 -0.01 0.15 0.09
H -2.75531 -4.03626 -0.90743 0.18 -0.13 0.03
H -1.56318 -4.61152 0.27356 -0.02 0.01 -0.20
H -0.65126 -3.37076 -3.59209 -0.01 0.12 0.08
H -0.01289 -1.73713 -3.32090 -0.12 -0.10 0.04
H -1.76654 -2.03954 -3.22544 0.16 -0.07 -0.02
H 1.57685 -3.98255 -1.62836 -0.09 0.08 0.11
H 1.29212 -3.79292 0.11794 0.02 0.08 -0.17
H 1.81676 -2.40137 -0.85209 -0.06 -0.17 -0.02
H -4.48243 -2.23745 -0.65994 -0.10 0.16 0.14
H -5.64876 -1.01720 -0.09839 0.19 -0.05 0.02
H -4.64050 -1.89655 1.07130 -0.05 0.06 -0.21
H -3.52496 0.02244 -2.56747 -0.03 0.18 0.14
H -3.00519 1.58548 -1.89727 -0.16 -0.15 0.01
H -4.70732 1.08715 -1.77434 0.17 -0.07 0.02
H -3.86762 0.71997 2.21389 0.03 0.11 -0.15
H -4.52894 1.82498 0.98761 0.10 -0.12 0.03
H -2.79473 1.84680 1.36820 -0.15 -0.03 0.00
H -2.50276 -0.32315 3.99767 0.16 -0.01 -0.04
H -1.12734 0.48926 3.25049 0.01 0.07 0.05
H -0.86034 -0.63168 4.59543 -0.10 0.01 -0.12
H -3.68332 -2.55418 2.79640 0.16 -0.11 0.07
H -2.58488 -3.47139 3.84598 -0.01 0.08 -0.20
H -2.73485 -3.89472 2.12263 -0.04 0.15 0.20
H 1.13349 -2.42667 2.30104 -0.02 -0.05 0.07
H 0.15878 -3.89443 2.50794 0.06 0.16 0.02
H 0.50466 -2.85239 3.90197 -0.04 -0.03 -0.13

Entry 2:
104
Properties=species:S:1:pos:R:3:forces:R:3 method="wB97M-V/def2-TZVPD" e_tot_ev=-151255.0937 multiplicity=1 mol_weight_g_mol=1105.4 charge=+1
K -0.85234 2.78929 0.84207 0.18 -0.38 0.12
Pb 0.79181 -4.20326 -4.65685 -0.59 2.06 2.51
C 0.20135 -2.03056 -0.62721 -1.10 -3.01 -3.72
C -0.20945 -0.72809 -0.43409 1.65 1.24 4.81
C -0.83519 0.09558 -1.56393 -2.20 4.21 0.71
O -1.31902 1.29418 -1.51807 1.83 -2.31 1.95
C -0.96154 -0.44771 -2.80394 0.55 -3.64 -3.58
C -0.61529 -1.76136 -3.07302 0.95 -0.14 2.16
C -0.06298 -2.66369 -1.89003 0.21 4.01 0.19
O 0.37528 -3.73983 -2.28142 0.82 -3.26 -0.79
O -0.53251 -2.32821 -4.21015 0.08 -0.49 -1.58
O 0.09677 -0.26701 0.74509 -1.41 0.73 -3.05
H 0.69350 -2.71215 0.04842 -0.01 0.69 0.61
H -1.23968 0.08207 -3.70356 -0.22 0.68 0.41
C -5.69187 1.20721 -1.10835 0.97 -0.06 -0.50
C -4.99944 2.60811 -1.18522 -1.37 0.39 -2.02
C -5.27029 3.41698 0.07061 1.30 -1.49 0.89
S -4.81907 2.10233 1.25739 -0.98 -0.58 0.66
O -5.70498 2.14716 2.41358 1.08 0.11 -0.50
O -3.36510 2.07499 1.38673 -0.37 0.22 0.27
C -5.28212 0.59445 0.25573 -0.67 2.11 -0.27
H -5.31511 0.51740 -1.86589 0.40 0.36 -0.22
H -6.74679 1.21365 -1.38154 -0.21 0.38 0.86
H -5.34333 3.23647 -2.01016 -0.44 -0.47 -0.29
H -3.95891 2.47685 -1.48506 0.30 0.03 0.89
H -6.27765 3.72196 0.34762 -0.17 -0.23 -0.58
H -4.59128 4.26226 0.16972 0.05 -0.12 0.23
H -6.14546 0.16387 0.75707 0.45 -0.39 0.23
H -4.37005 0.01081 0.16081 -0.23 -0.21 0.27
C -1.73294 0.83516 6.01290 -1.63 0.66 -0.65
C -1.30304 0.14867 4.65320 0.99 1.56 0.59
C 0.10048 0.74169 4.34908 -0.24 -0.38 0.76
S -0.11158 2.57404 4.71221 1.89 -2.41 -0.42
O -0.77074 3.13351 3.55354 -0.31 0.27 0.22
O 1.13226 3.14617 5.18397 -0.49 0.05 -0.28
C -1.22704 2.34086 6.08404 -0.16 -1.10 -0.68
H -1.65549 0.37655 6.99784 1.08 -0.44 -0.31
H -2.82119 0.82580 5.91906 -0.11 0.47 0.10
H -2.03555 0.53378 3.94346 0.15 -0.20 -0.32
H -1.31449 -0.93816 4.60633 0.01 0.05 0.36
H 0.61562 0.44417 3.43490 -0.75 0.78 -0.70
H 0.81045 0.29739 5.05136 -0.15 0.52 0.68
H -1.95836 3.12066 5.87309 -0.36 -0.22 0.54
H -0.65368 2.49839 6.99420 -0.09 0.32 -0.11
C 3.50202 0.76814 3.94913 -1.14 0.60 -0.69
C 4.70292 1.68006 4.30791 -0.99 -1.49 -1.78
C 4.47563 2.89714 3.41643 -0.22 1.81 -0.32
S 3.55750 2.42704 1.83962 0.92 -1.60 2.31
O 4.53691 2.40316 0.77548 -0.70 0.79 -0.58
O 2.22798 3.04578 1.74688 1.39 -0.40 -0.26
C 3.40041 0.68439 2.38721 0.26 0.60 0.13
H 2.60718 1.30640 4.26290 -0.11 -0.30 0.34
H 3.58408 -0.19082 4.45853 -0.17 -0.10 -0.24
H 5.49409 1.00713 3.97197 0.86 0.83 0.17
H 4.74213 1.82136 5.38514 0.09 0.45 -0.17
H 5.33022 3.49708 3.10164 0.37 -0.62 -0.24
H 3.87661 3.68343 3.88049 -0.48 -0.44 0.32
H 4.23723 0.13850 1.95070 0.17 0.16 0.04
H 2.51086 0.36652 1.83966 -0.41 -0.39 0.76
C -4.20776 -0.23390 -6.97314 -0.16 0.02 0.77
C -2.87239 0.17012 -6.31532 1.13 0.00 -0.05
C -2.87820 1.58098 -5.73287 -1.75 0.82 -0.73
S -4.65142 2.07410 -5.90868 -2.02 0.60 -0.39
O -4.92307 2.84005 -7.16342 1.10 -1.64 2.54
O -5.24693 2.51422 -4.64855 0.92 0.49 -0.63
C -5.27685 0.38571 -6.09555 -0.01 0.82 -0.61
H -4.37526 -1.30985 -6.96842 0.41 -0.02 -0.47
H -4.19060 0.20863 -7.96807 -0.44 -0.33 -0.11
H -2.10860 0.23491 -7.09057 0.14 -0.69 0.08
H -2.52818 -0.47120 -5.50391 -0.19 -0.50 -0.32
H -2.33243 2.26219 -6.38266 0.14 0.20 0.44
H -2.66277 1.66337 -4.66966 0.18 0.09 -0.12
H -6.29260 0.51593 -6.46859 0.15 -0.13 -0.46
H -5.38494 -0.10781 -5.12997 0.41 0.24 0.16
C 1.88238 -4.30774 3.48702 -0.96 -1.59 1.05
C 2.85204 -5.46818 3.94880 0.12 0.88 -1.35
C 4.23351 -4.92614 3.63124 0.17 0.21 -1.09
S 4.06479 -4.18957 1.91588 -1.28 0.96 1.27
O 4.07407 -5.26769 0.96842 0.17 -0.13 -0.16
O 4.92239 -3.03675 1.74671 -0.27 -0.41 0.01
C 2.23893 -3.70670 2.12036 0.24 -0.33 0.88
H 1.75315 -3.58087 4.28957 0.51 0.35 -0.19
H 0.89413 -4.76979 3.44159 -0.12 0.09 -0.20
H 2.62434 -6.32372 3.31187 0.19 -0.14 0.06
H 2.81104 -5.80199 4.98394 -0.42 0.37 0.04
H 5.03540 -5.65683 3.53230 -0.06 -0.04 0.02
H 4.52824 -4.14647 4.33295 0.04 0.15 -0.19
H 1.64476 -4.10863 1.30058 0.50 -0.70 0.02
H 1.88910 -2.67390 2.15280 1.15 0.43 -0.16
C 3.77851 0.68488 -2.41046 0.91 -1.19 1.95
C 3.33811 1.08065 -3.79027 -0.16 -1.02 -0.72
C 2.76654 -0.16063 -4.51546 -0.44 -1.21 -0.46
S 3.57808 -1.71303 -3.72180 1.33 3.66 0.97
O 4.98121 -1.82792 -4.14083 -2.11 -0.44 0.35
O 2.68780 -2.89426 -3.65766 -0.10 -0.08 -1.01
C 3.49266 -0.80715 -2.04603 0.21 -0.70 -2.04
H 3.31328 1.29480 -1.63682 0.02 -0.02 0.00
H 4.84736 0.89053 -2.36675 0.00 -0.24 0.45
H 4.24356 1.38299 -4.31386 -0.30 0.16 -0.34
H 2.68569 1.94430 -3.67432 -0.38 -0.28 -0.68
H 2.84601 -0.13139 -5.60238 0.65 -0.15 0.03
H 1.72550 -0.46748 -4.38552 -0.24 0.66 0.63
H 4.21313 -1.40620 -1.49060 0.11 0.57 0.45
H 2.47654 -0.98029 -1.69113 0.02 -0.04 0.07

Question: The highest multiplicity belongs to which entry?
Answer: C30H50GeNOPdSi4

Question: Which value of multiplicity does entry 2 give?
Answer: 1